Molecular formula: C10H38O9
Method: DFT, ωB97M-V/def2-TZVPD

```
57
Properties=species:S:1:pos:R:3:nbo_charge:R:1
O 0.8155 -1.8617 2.8167 -0.74
O -2.4478 1.5434 2.5155 -0.76
O 3.8071 0.0558 -0.6056 -0.75
O -0.5650 -0.8415 -5.5037 -0.72
O -0.8381 -5.9817 0.3884 -0.73
O 3.4017 2.6662 0.5041 -0.75
O -1.4599 3.0711 0.3869 -0.78
O -2.2959 1.8074 -2.0381 -0.75
O -0.9260 -1.4478 0.3165 -0.76
C 2.0779 3.1254 0.2990 -0.06
C -3.0111 0.3288 1.9903 -0.26
C 0.0662 -0.7472 -4.2183 -0.26
C 4.9572 -0.5998 -0.0647 -0.25
C 1.5771 2.7799 -1.1015 -0.65
C -0.1326 -0.3632 -0.1412 -0.25
C -3.3449 0.8440 -1.9997 -0.25
C -1.0495 4.3295 0.8860 -0.24
C 1.4330 -3.1273 2.8885 -0.26
C -1.5317 -4.8463 0.8835 -0.25
H 2.1412 3.3866 -1.8073 0.21
H -0.6329 -1.7078 1.1990 0.48
H 5.7674 0.0930 0.1561 0.18
H -2.1174 2.0998 -1.1292 0.49
H -2.4024 -0.5439 2.2390 0.18
H 1.1143 -0.5555 -4.4507 0.18
H -1.2385 -4.6566 1.9219 0.15
H -3.7720 0.7730 -2.9981 0.18
H -1.2470 -6.7809 0.7219 0.47
H -0.2149 -0.3690 -1.2306 0.18
H -0.5940 0.5923 0.1337 0.16
H -2.9085 0.3651 0.9032 0.19
H 3.4182 1.7080 0.3294 0.49
H 5.1809 -1.4294 -0.7360 0.18
H -4.0657 0.3271 2.2676 0.18
H 3.8316 0.0734 -1.5633 0.48
H 1.1664 -3.8258 2.0928 0.20
H 0.5267 3.0807 -1.1934 0.23
H 0.9204 -0.3882 0.1371 0.18
H 2.0556 4.1622 0.6466 0.17
H 4.6744 -1.0613 0.8835 0.18
H 1.3674 2.6821 1.0240 0.14
H -4.0799 1.1274 -1.2424 0.16
H -0.3385 0.1139 -3.6741 0.18
H -2.9435 -0.1471 -1.7475 0.16
H 2.5131 -3.0571 2.6891 0.16
H -2.4072 1.4849 3.4726 0.48
H -0.0809 -1.6628 -3.6387 0.16
H 1.0256 -1.3515 3.5997 0.48
H -1.0556 4.3323 1.9795 0.17
H -0.0541 4.6441 0.5741 0.17
H -1.6821 2.5051 1.1453 0.51
H 1.2770 -3.6007 3.8584 0.17
H 1.5300 1.6987 -1.2025 0.21
H -1.3575 -3.9420 0.3091 0.21
H -1.7403 5.1097 0.5521 0.17
H -1.5086 -0.9489 -5.3419 0.46
H -2.6017 -5.0655 0.9171 0.16
```

The calculation puts the LUMO energy at 0.17 eV. As for the largest force on an atom: 1.86 eV/A. Its SMILES is CCO.CO.CO.CO.CO.CO.CO.CO.CO. Its spin multiplicity is 1. The highest occupied orbital energy comes out at -9.487 eV.

***

Molecular formula: C4H11NS
Method: DFT, ωB97M-V/def2-TZVPD

```
17
Properties=species:S:1:pos:R:3:nbo_charge:R:1
S -1.8885 -2.0684 2.1510 0.19
N 0.2837 3.6257 -1.4690 -0.81
C -0.9211 -3.5869 1.9389 -0.75
C -0.9749 -1.0498 1.0007 -0.75
C 1.3480 1.4688 -1.7526 -0.51
C 1.4072 2.7403 -1.3419 0.01
H -1.1659 -4.3220 2.7051 0.23
H 0.5704 4.5899 -1.6474 0.36
H 0.0083 -0.7910 1.3811 0.21
H -0.1748 3.3089 -2.3264 0.36
H -1.0825 -4.0490 0.9673 0.21
H 0.1355 -3.3686 2.0884 0.21
H 2.1928 3.0937 -0.6907 0.19
H 2.1908 0.8468 -1.5010 0.21
H -1.5489 -0.1219 0.9418 0.23
H 0.5792 1.2046 -2.4663 0.19
H -0.9592 -1.5211 0.0210 0.21
```

The calculation puts the LUMO energy at 1.03 eV. As for the largest force on an atom: 1.61 eV/A. Its SMILES is C=CN.CSC. Its spin multiplicity is 1. The highest occupied orbital energy comes out at -8.406 eV.

***

Molecular formula: C3H30NO13
Method: DFT, ωB97M-V/def2-TZVPD

```
47
Properties=species:S:1:pos:R:3:nbo_charge:R:1
O 0.6015 1.2734 -3.3557 -1.04
O -0.6585 -2.0324 -1.2870 -1.17
O -1.5697 1.9822 -1.8905 -1.02
O -1.5603 -0.3572 -3.2630 -1.03
O 1.5153 -1.4853 -2.7090 -1.01
O 1.3273 -0.9261 4.6193 -0.99
O 0.5153 -2.1022 0.9426 -0.84
O -2.8496 0.8476 0.7211 -1.05
O -3.1189 -1.3281 -0.8158 -1.03
O 0.0574 1.4212 4.1711 -0.98
O 0.2380 2.7890 1.7661 -0.75
O 2.9070 0.6772 -1.9538 -1.00
O -1.9035 -1.3103 1.9970 -1.00
N 1.9406 -0.0681 1.0172 -0.67
C 1.7791 -1.4970 0.7278 0.08
C 1.1522 2.2578 0.7900 -0.08
C 0.9049 0.7729 0.4313 -0.29
H 1.1348 -0.8947 -3.3725 0.48
H 1.0323 2.8398 -0.1333 0.18
H 2.1196 2.4374 1.2402 0.19
H 2.6160 -0.2412 -2.1968 0.51
H 0.7273 -1.6607 -2.0984 0.51
H 0.8865 -1.4950 3.9765 0.47
H 0.8945 -0.0442 4.5691 0.49
H -0.7626 0.1234 -3.5833 0.50
H 2.0441 -1.7206 -0.3184 0.16
H -0.7983 -2.9505 -1.5455 0.47
H -1.2023 -0.9585 -2.5466 0.51
H 0.2063 1.9333 3.3293 0.51
H 1.9227 0.0973 2.0155 0.37
H -0.0915 0.4338 0.7352 0.20
H -3.0518 0.1694 0.0336 0.50
H -1.8094 1.1843 -2.4035 0.50
H -2.1345 -1.6371 -0.9213 0.51
H -1.0008 -1.5779 1.6827 0.51
H -1.8735 1.8213 -0.9854 0.50
H -0.7136 0.8826 3.9411 0.48
H -3.3699 -1.1442 -1.7283 0.48
H -2.5237 -1.7660 1.4140 0.49
H -0.6635 2.6884 1.4201 0.49
H -2.4307 0.3089 1.4267 0.49
H -0.0192 1.7707 -2.7831 0.50
H -0.0745 -2.1105 0.0328 0.51
H 0.8894 0.6503 -0.6591 0.21
H 2.4902 -2.0075 1.4006 0.17
H 2.8252 0.7196 -0.9884 0.48
H 1.4528 1.2336 -2.8624 0.51
```

The calculation puts the LUMO energy at 2.92 eV. As for the largest force on an atom: 1.55 eV/A. Its spin multiplicity is 1. The highest occupied orbital energy comes out at -6.814 eV. The total charge is -1.

***

Molecular formula: C31H36NO4P3RuS2
Method: DFT, ωB97M-V/def2-TZVPD

```
78
Properties=species:S:1:pos:R:3:mulliken_charge:R:1
Ru -0.4435 1.1036 -0.6033 -0.68
S -0.2142 1.3766 -3.1665 -0.55
S -2.2617 -0.5885 -1.0790 -0.30
P 1.7876 0.2206 -0.1896 1.88
P -0.2641 0.3044 1.7416 1.87
P -1.7945 0.1758 -2.8990 1.04
O -1.4938 -1.0551 -3.8749 -0.31
O -0.1657 3.3047 0.0826 -0.61
O -2.1301 2.7672 -0.7463 -0.71
O -3.1195 0.7513 -3.5751 -0.39
N 1.3847 -0.0599 1.4451 -0.34
C -0.3700 0.3055 4.5942 -0.22
C 3.3846 1.0711 -0.0899 0.52
C 1.2994 -1.9915 -1.7545 0.13
C 1.5522 -3.2296 -2.3261 -0.65
C 2.2192 -1.4141 -0.8817 -0.07
C -0.1361 0.9218 5.8151 -0.66
C 4.3227 0.9477 -1.1143 -0.62
C -2.3899 -1.2874 2.5163 -0.42
C 0.2948 2.3319 3.4639 -0.33
C 0.3227 2.2302 5.8619 -0.53
C -5.4500 0.9151 -3.0173 -1.24
C 4.7807 2.7130 0.9824 -0.66
C -0.1362 1.0049 3.4152 0.14
C -2.5834 -3.6402 2.0779 -0.58
C -2.3646 -2.2028 -3.8926 0.08
C 3.6060 1.9812 0.9422 -0.62
C -2.3671 -2.7576 -5.3008 -1.42
C 3.3947 -2.1018 -0.5761 -0.15
C 3.6426 -3.3417 -1.1428 -0.81
C -1.1057 -1.2870 1.9706 0.32
C -1.3215 -3.6370 1.5028 -0.81
C -3.1223 -2.4613 2.5753 -0.73
C 2.7273 -3.9018 -2.0248 -0.54
C 2.2561 -0.7804 2.3728 -1.06
C -1.3080 3.6293 -0.3485 1.04
C -1.6967 5.0902 -0.3719 -1.34
C -0.5863 -2.4631 1.4412 -0.32
C -4.0930 1.5797 -2.9101 0.18
C 5.7275 2.5625 -0.0209 -0.53
C 0.5306 2.9399 4.6861 -0.71
C 5.4944 1.6866 -1.0719 -0.63
H -0.8077 5.7074 -0.2657 0.33
H 2.9318 -4.8617 -2.4819 0.40
H 2.0214 -0.4959 3.3984 0.37
H 4.5555 -3.8715 -0.9018 0.41
H 6.2258 1.5814 -1.8626 0.42
H -3.1527 -4.5594 2.1305 0.38
H -0.9125 -4.5491 1.0867 0.44
H -2.2103 5.3210 -1.3030 0.36
H -0.7175 -0.7187 4.5597 0.38
H -4.1192 -2.4575 2.9972 0.42
H -0.3045 0.3753 6.7344 0.41
H -5.4572 -0.0168 -2.4509 0.23
H 0.8342 -3.6597 -3.0129 0.46
H 0.8699 3.9671 4.7258 0.43
H -2.8161 -0.3593 2.8819 0.49
H -3.8149 1.7298 -1.8718 0.05
H 2.1494 -1.8651 2.2813 0.24
H -2.9466 -3.6800 -5.3430 0.40
H -5.6871 0.6997 -4.0601 0.30
H 4.9572 3.4090 1.7923 0.44
H 0.3870 -2.4582 0.9656 0.09
H -4.0821 2.5466 -3.4133 0.34
H -3.3706 -1.9141 -3.5824 0.28
H -2.8023 -2.0267 -5.9819 0.32
H 3.2947 -0.5108 2.1768 0.40
H 6.6441 3.1375 0.0069 0.38
H 2.8511 2.1011 1.7107 0.30
H -2.3792 5.2931 0.4540 0.31
H 0.3858 -1.4589 -1.9888 -0.04
H 4.1361 0.2721 -1.9388 0.47
H -6.2139 1.5805 -2.6129 0.42
H -1.3444 -2.9577 -5.6207 0.31
H 4.1170 -1.6619 0.1003 0.41
H 0.5186 2.6989 6.8178 0.38
H -1.9820 -2.9265 -3.1700 0.24
H 0.4309 2.8749 2.5328 0.37
```

The calculation puts the LUMO energy (alpha / beta) at 0.30 / 0.30 eV. As for the largest force on an atom: 2.34 eV/A. Its spin multiplicity is 1. The highest occupied orbital energy (alpha / beta) comes out at -7.453 / -7.453 eV.

***

ΔE to the lowest compared entry with this formula, charge and spin
In order: 75.98 25.54 0.00 22.64
Unit: kcal per mole